DFT (wB97M-V/def2-TZVPD) results for a structure of composition C20H30I2O6 in a non-equilibrium geometry.

Structure (XYZ):
```
58
Properties=species:S:1:pos:R:3:lowdin_charge:R:1
C 1.543 -0.106 1.978 -0.119
C 0.808 1.262 2.009 -0.762
I 2.016 2.913 2.649 0.796
C -0.479 1.393 1.669 -0.706
I -1.425 3.319 1.716 0.842
C -1.216 0.132 1.283 -0.145
C -2.243 -0.418 1.944 -0.093
C -2.968 0.049 3.189 -0.013
C -2.532 -1.695 1.117 -0.401
O -3.282 -2.504 1.493 0.198
O -1.772 -1.739 -0.026 0.140
C -0.848 -0.695 0.036 -0.389
O -0.006 -0.507 -0.743 0.191
H 0.889 -0.904 2.374 0.092
H 1.746 -0.300 0.900 0.085
H 2.530 -0.057 2.467 0.037
H -3.318 -0.815 3.782 0.092
H -3.874 0.622 2.889 0.102
H -2.351 0.743 3.787 0.081
C -2.259 2.867 -3.856 -0.163
C -1.086 3.759 -4.227 -0.170
C -1.245 4.908 -3.246 -0.207
O -1.845 4.364 -2.065 -0.168
C -2.316 3.040 -2.348 -0.217
H -2.136 1.830 -4.161 0.089
H -3.176 3.251 -4.311 0.119
H -0.146 3.233 -4.038 0.115
H -1.092 4.083 -5.267 0.112
H -1.916 5.678 -3.643 0.116
H -0.293 5.376 -2.989 0.115
H -1.650 2.330 -1.841 0.101
H -3.324 2.918 -1.948 0.117
C -1.737 -2.359 -3.229 -0.173
C -2.139 -2.830 -4.617 -0.170
C -2.825 -1.598 -5.181 -0.201
O -2.196 -0.463 -4.575 -0.157
C -1.373 -0.906 -3.486 -0.204
H -0.920 -2.929 -2.790 0.117
H -2.595 -2.416 -2.555 0.111
H -1.245 -3.062 -5.204 0.115
H -2.781 -3.711 -4.614 0.113
H -3.888 -1.578 -4.915 0.118
H -2.738 -1.527 -6.267 0.116
H -0.327 -0.808 -3.793 0.126
H -1.541 -0.271 -2.618 0.091
C 5.947 -1.637 5.402 -0.174
C 5.090 -2.865 5.150 -0.174
C 3.775 -2.244 4.708 -0.204
O 4.100 -1.011 4.055 -0.165
C 5.477 -0.697 4.305 -0.199
H 7.018 -1.832 5.364 0.113
H 5.711 -1.215 6.383 0.115
H 5.517 -3.455 4.334 0.115
H 4.983 -3.514 6.019 0.113
H 3.136 -2.013 5.567 0.119
H 3.217 -2.885 4.022 0.117
H 6.034 -0.861 3.377 0.119
H 5.567 0.354 4.584 0.118
```

Computed properties:
Orbital gap (eV): 8.1
E (eV): -49710.7352
Maximum force (eV Å⁻¹): 3.474
LUMO level (eV): -0.81
Net charge: 0